--- P ---
ORCA calculation (ωB97M-V/def2-TZVPD) on a 2-piece molecular cluster, CH5OS overall.

Each line ends with the Mulliken charge.
Element x y z (Å)
1 C 0.17279 1.12050 0.55562  -0.912
2 S -1.62662 0.75099 0.62045  -0.724
3 H 0.44932 1.77999 1.38008  0.233
4 H 0.89893 0.29813 0.56235  0.223
5 H 0.35748 1.67306 -0.36899  0.228
6 H -0.05022 -1.10877 -0.85357  0.302
7 H -0.18888 -2.55717 -0.59172  0.313
8 O -0.01281 -1.95671 -1.30423  -0.661

Summary:
E_LUMO = 4.37 eV
Charge = -1
HOMO level = -2.257 eV
HOMO-LUMO gap = 6.63 eV

***

--- Q ---
ORCA calculation (ωB97M-V/def2-TZVPD) on a 2-piece molecular cluster, CH5OS overall.

Each line ends with the Mulliken charge.
Element x y z (Å)
1 C 1.06403 0.55489 0.21712  -0.593
2 O 0.26481 -0.16301 1.12287  -0.444
3 H 1.29292 -0.03879 -0.67398  0.241
4 H 0.57822 1.48012 -0.12041  0.243
5 H 1.99058 0.82630 0.72768  0.229
6 H -0.48970 -0.52766 0.57437  0.229
7 S -1.80296 -0.71653 -1.09169  -0.865
8 H -2.89790 -1.41531 -0.75596  -0.041

Summary:
E_LUMO = 4.38 eV
Charge = -1
HOMO level = -2.926 eV
HOMO-LUMO gap = 7.31 eV

***

Which one is most stable, and which one is least stable? Q is the most stable of them, while P is the least stable.

***

--- P ---
ORCA calculation (ωB97M-V/def2-TZVPD) on a single C10H8N2 molecule.

Each line ends with the Mulliken charge.
Element x y z (Å)
1 C -0.49532 2.77509 -1.58710  -0.239
2 C 0.00230 2.00192 -0.46869  -0.427
3 C -0.14765 0.60002 -0.48895  0.558
4 C -0.80336 0.06250 -1.63352  -0.568
5 C -1.14884 0.90352 -2.66743  -0.405
6 C 0.16473 -0.36731 0.55683  0.560
7 C -0.64123 -1.45269 0.95569  -0.389
8 C -0.11488 -2.43264 1.77958  -0.167
9 C 1.84077 -1.40654 2.16094  -0.344
10 C 1.40404 -0.41974 1.23851  -0.403
11 H -0.24541 3.81226 -1.60367  0.382
12 H 0.57287 2.39848 0.34896  0.368
13 H -1.04570 -0.95672 -1.64626  0.483
14 H -1.68686 0.45216 -3.42461  0.407
15 H -1.68815 -1.64996 0.66459  0.380
16 H -0.82921 -3.22901 2.04250  0.314
17 H 2.69767 -1.34078 2.84272  0.371
18 H 2.13360 0.38095 1.11919  0.297
19 N -1.00209 2.26990 -2.65437  -0.598
20 N 1.03274 -2.40140 2.46510  -0.581

Summary:
E_LUMO = -0.02 eV
HOMO level = -9.612 eV
SMILES string = c1cc(-c2ccncc2)ccn1
HOMO-LUMO gap = 9.60 eV

***

--- Q ---
ORCA calculation (ωB97M-V/def2-TZVPD) on a single C10H8N2 molecule.

Each line ends with the Mulliken charge.
Element x y z (Å)
1 C -2.90091 1.10255 0.23303  -0.547
2 C -3.45326 -0.06953 -0.05772  -0.374
3 C -2.67373 -1.20482 -0.22683  -0.162
4 C -0.75328 0.01521 0.03761  0.466
5 C -1.51819 1.23494 0.28615  -0.649
6 C 0.77977 0.01514 0.00277  0.721
7 C 1.41059 1.14984 -0.19982  -0.298
8 C 2.87031 1.14362 -0.26395  -0.644
9 C 3.50516 -0.03794 -0.01051  -0.647
10 C 2.71364 -1.17430 0.20318  -0.020
11 H -3.31690 1.99942 0.26980  0.505
12 H -4.58148 -0.12886 -0.10632  0.258
13 H -3.12655 -2.09493 -0.40524  0.508
14 H -0.92955 2.06805 0.35845  0.374
15 H 0.94081 2.17603 -0.49715  0.159
16 H 3.23017 2.08878 -0.22932  0.456
17 H 4.47982 0.00438 0.01008  0.541
18 H 3.03086 -2.34614 0.57187  0.237
19 N -1.32462 -1.21910 -0.21295  -0.473
20 N 1.38064 -1.18303 0.21356  -0.411

Summary:
E_LUMO = 0.52 eV
HOMO level = -8.963 eV
SMILES string = c1ccc(-c2ccccn2)nc1
HOMO-LUMO gap = 9.49 eV

***

--- R ---
ORCA calculation (ωB97M-V/def2-TZVPD) on a single C10H8N2 molecule.

Each line ends with the Mulliken charge.
Element x y z (Å)
1 C 3.38461 0.03584 -0.04970  -0.494
2 C 2.69818 -1.11364 -0.45607  -0.188
3 C 1.28605 -1.23096 -0.38226  -0.579
4 C 0.64430 -0.05676 -0.08371  0.723
5 C 1.31007 1.19293 0.37288  -0.443
6 C 2.71547 1.13696 0.41657  -0.101
7 C -0.86563 -0.03440 -0.00843  0.283
8 C -2.78328 1.08688 -0.55052  -0.306
9 C -3.57013 0.00838 0.01761  -0.344
10 C -2.76248 -1.06454 0.51963  -0.179
11 H 4.58228 0.02443 0.25523  0.183
12 H 3.17619 -2.01849 -0.86967  0.331
13 H 0.80443 -2.15048 -0.70999  0.367
14 H 0.57365 1.94789 0.76472  0.321
15 H 3.03790 2.21421 0.86116  0.189
16 H -3.18911 1.81284 -0.95267  0.695
17 H -4.80115 -0.12509 -0.14940  0.235
18 H -3.30163 -1.72805 1.06935  0.481
19 N -1.47614 1.07843 -0.55134  -0.608
20 N -1.46358 -1.01638 0.48664  -0.566

Summary:
E_LUMO = 0.49 eV
HOMO level = -8.864 eV
SMILES string = c1ccc(-c2ncccn2)cc1
HOMO-LUMO gap = 9.36 eV

***

Which one is most stable, and which one is least stable? P is the most stable of them, while R is the least stable.

***

--- P ---
ORCA calculation (ωB97M-V/def2-TZVPD) on a single C4H8FN molecule.

Each line ends with the Mulliken charge.
Element x y z (Å)
1 C 1.99431 -0.20262 -0.24333  -1.300
2 C 0.53111 -0.48513 -0.15832  0.318
3 C -0.40651 0.62316 0.16258  -0.156
4 C -1.82188 0.48433 -0.18835  -0.547
5 H 2.29289 0.09839 -1.21995  0.333
6 H 2.62102 -1.10902 -0.02675  0.299
7 H 2.30896 0.57529 0.44491  0.346
8 H 0.07978 -1.30553 -0.78946  0.375
9 H -0.83530 -0.88037 1.50011  0.309
10 H -0.00381 1.55181 0.14895  0.512
11 H -2.02567 0.71368 -1.23462  0.246
12 H -2.50117 1.06598 0.49396  0.287
13 N -0.01023 -0.23999 1.22357  -0.699
14 F -2.22350 -0.88997 -0.11331  -0.324

Summary:
E_LUMO = 1.15 eV
HOMO level = -9.381 eV
SMILES string = C[C@H]1N[C@@H]1CF
HOMO-LUMO gap = 10.53 eV

***

--- Q ---
ORCA calculation (ωB97M-V/def2-TZVPD) on a single C4H8FN molecule.

Each line ends with the Mulliken charge.
Element x y z (Å)
1 C -2.07691 0.15608 0.45297  -1.553
2 C -0.71536 0.13002 -0.21691  0.799
3 C 0.34347 -0.69898 0.40571  -0.824
4 C 1.51554 -0.27944 0.71662  -0.045
5 H -2.07654 0.07496 1.51794  0.382
6 H -2.53926 1.06124 0.24424  0.389
7 H -2.61010 -0.70367 0.08437  0.397
8 H -0.25395 1.15321 -0.15713  0.232
9 H -1.47058 0.00243 -2.13045  0.258
10 H 0.14340 -0.34940 -2.01729  0.262
11 H 0.00706 -1.67716 0.64212  0.311
12 H 2.34625 -0.74554 1.19958  0.397
13 N -0.75447 -0.51174 -1.52663  -0.735
14 F 1.92606 0.99111 0.35030  -0.271

Summary:
E_LUMO = 1.11 eV
HOMO level = -9.550 eV
SMILES string = C[C@H](N)/C=C\F
HOMO-LUMO gap = 10.66 eV

***

Which one is most stable, and which one is least stable? Q is the most stable of them, while P is the least stable.

***

--- P ---
ORCA calculation (ωB97M-V/def2-TZVPD) on a single C7H10O2Si molecule.

Each line ends with the Mulliken charge.
Element x y z (Å)
1 C 2.96460 -0.16989 0.25527  -0.325
2 C 2.46077 1.12977 -0.00622  -0.363
3 C 2.10147 -1.31456 0.42902  -0.781
4 C 1.17685 1.34496 -0.22323  -0.465
5 C 0.80673 -1.04569 0.11896  -0.234
6 C 0.35744 0.24284 -0.28284  0.689
7 C -1.05604 0.39515 -0.54279  -0.306
8 O -1.74584 -0.61497 -1.60600  -0.537
9 O -3.86606 0.38845 0.29888  -0.529
10 Si -2.34989 0.09384 0.89359  0.389
11 H 4.05733 -0.23735 0.25226  0.337
12 H 3.27858 1.91114 -0.06651  0.285
13 H 2.31448 -2.29575 0.71363  0.453
14 H 0.66142 2.36812 -0.47897  0.201
15 H 0.11141 -1.83279 0.15063  0.389
16 H -1.39270 1.38537 -0.96775  0.361
17 H -0.96726 -1.08263 -2.04582  0.300
18 H -4.50056 -0.28898 0.05800  0.338
19 H -2.02895 1.09714 2.11409  -0.105
20 H -2.38378 -1.47416 0.93580  -0.096

Summary:
E_LUMO = 0.74 eV
HOMO level = -8.670 eV
SMILES string = O[SiH2][C@H](O)c1ccccc1
HOMO-LUMO gap = 9.41 eV

***

--- Q ---
ORCA calculation (ωB97M-V/def2-TZVPD) on a single C7H10O2Si molecule.

Each line ends with the Mulliken charge.
Element x y z (Å)
1 O -1.61456 1.36199 -1.55687  -0.570
2 O -2.82174 0.71656 0.83798  -0.582
3 C 1.72487 -2.52519 -0.15131  -0.371
4 C 0.54986 -2.71013 0.53936  -0.451
5 C 1.96247 -1.31641 -0.82892  -0.541
6 C -0.32041 -1.65339 0.62293  -0.380
7 C 1.15174 -0.22406 -0.65173  -0.388
8 C 0.02130 -0.39577 0.09622  0.661
9 C -0.47015 2.60508 0.54296  -0.979
10 Si -1.24562 0.95198 0.06590  0.526
11 H -0.96346 1.77688 -2.19443  0.329
12 H -3.16521 1.64020 1.05683  0.301
13 H 2.50893 -3.28136 -0.06958  0.342
14 H 0.37722 -3.65072 1.05967  0.355
15 H 2.95841 -1.16495 -1.29597  0.262
16 H -1.29452 -1.73034 1.14042  0.334
17 H 1.48715 0.74969 -1.03144  0.258
18 H -1.26182 3.32501 0.38274  0.270
19 H -0.00890 2.63595 1.54040  0.340
20 H 0.42445 2.88899 -0.10516  0.282

Summary:
E_LUMO = 0.57 eV
HOMO level = -9.520 eV
SMILES string = C[Si](O)(O)c1ccccc1
HOMO-LUMO gap = 10.09 eV

***

Which one is most stable, and which one is least stable? Q is the most stable of them, while P is the least stable.

***

--- P ---
ORCA calculation (ωB97M-V/def2-TZVPD) on a 4-piece molecular cluster, C3H13NO2S overall.

Each line ends with the Mulliken charge.
Element x y z (Å)
1 C -2.18626 1.22640 1.16617  -0.929
2 N -1.72443 -0.09387 0.75972  -0.293
3 C -0.26206 -0.05882 0.60272  -0.744
4 C 0.35520 -1.25717 -0.17814  -0.660
5 S 2.11960 -0.90489 -0.64359  -0.208
6 H -1.88234 1.54758 2.17184  0.323
7 H -3.26320 1.24613 0.95847  0.336
8 H -1.83449 1.96409 0.43863  0.321
9 H -2.03338 -0.89470 1.29422  0.208
10 H -0.09650 0.82526 -0.05217  0.390
11 H 0.20843 0.10347 1.60382  0.584
12 H 0.10936 -2.24827 0.21022  0.383
13 H -0.14395 -1.12037 -1.13188  0.214
14 H 2.34192 -1.19122 1.20299  0.131
15 H 2.14010 1.09248 0.90099  0.245
16 H 2.56411 2.26066 1.82111  0.288
17 O 1.91600 2.00086 1.15857  -0.599
18 H -1.99464 -0.23387 -1.35914  0.421
19 H -3.20164 -0.46960 -2.24559  0.287
20 O -2.24203 -0.41701 -2.28372  -0.698

Summary:
E_LUMO = -0.79 eV
HOMO level = -9.284 eV
HOMO-LUMO gap = 8.49 eV

***

--- Q ---
ORCA calculation (ωB97M-V/def2-TZVPD) on a 3-piece molecular cluster, C3H13NO2S overall.

Each line ends with the Mulliken charge.
Element x y z (Å)
1 C -0.23624 -1.62711 -0.42284  -0.728
2 C -1.16621 -0.44231 -0.11706  -0.537
3 C -2.66732 -0.56657 -0.40980  -0.573
4 S -3.74048 0.84298 -0.14518  -0.223
5 N 1.14256 -1.07739 -0.29863  -0.500
6 H -0.45547 -1.82335 -1.47638  0.409
7 H -0.42933 -2.49287 0.22075  0.295
8 H -1.07657 -0.35476 0.98903  0.256
9 H -0.74325 0.46434 -0.54108  0.436
10 H -3.05444 -1.36801 0.20813  0.313
11 H -2.66521 -0.92887 -1.43981  0.324
12 H -2.80912 1.73271 -0.48038  0.098
13 H 1.75081 -1.87913 -0.46577  0.215
14 H 1.23415 -0.98305 0.71615  0.219
15 H 2.35644 2.71153 1.23023  0.324
16 H 1.17827 2.50564 2.10288  0.297
17 O 1.53020 2.24729 1.25257  -0.652
18 H 3.46124 0.96595 -1.08353  0.310
19 H 2.77829 1.09503 0.31037  0.371
20 O 3.61169 0.97796 -0.14963  -0.654

Summary:
E_LUMO = 0.65 eV
HOMO level = -9.035 eV
SMILES string = NCCCS.O.O
HOMO-LUMO gap = 9.68 eV

***

--- R ---
ORCA calculation (ωB97M-V/def2-TZVPD) on a 3-piece molecular cluster, C3H13NO2S overall.

Each line ends with the Mulliken charge.
Element x y z (Å)
1 C 0.87587 0.87029 0.74016  -0.614
2 C 0.34084 -0.51247 1.05589  -0.511
3 C 0.89015 -1.02077 2.38138  -0.766
4 S 0.45302 -2.73791 2.75460  -0.224
5 N 0.24020 1.38792 -0.49811  -0.488
6 H 1.93274 0.79694 0.55304  0.341
7 H 0.64992 1.50536 1.59885  0.347
8 H -0.73683 -0.60001 1.08211  0.409
9 H 0.66044 -1.22960 0.28557  0.298
10 H 0.55889 -0.38606 3.20468  0.373
11 H 1.98025 -1.02310 2.35713  0.348
12 H -0.86491 -2.65849 2.52110  0.103
13 H 0.69194 2.27408 -0.76128  0.229
14 H -0.70717 1.65464 -0.25393  0.192
15 H -2.93910 1.82668 -2.53726  0.299
16 H -1.96009 0.96213 -3.31767  0.331
17 O -2.88345 1.24614 -3.30229  -0.643
18 H 0.01942 -0.48824 -1.94794  0.349
19 H 0.79104 -1.20999 -3.01044  0.305
20 O 0.00685 -0.65755 -2.90559  -0.678

Summary:
E_LUMO = 0.57 eV
HOMO level = -9.256 eV
SMILES string = NCCCS.O.O
HOMO-LUMO gap = 9.82 eV

***

Which one is most stable, and which one is least stable? R is the most stable of them, while P is the least stable.